DFT (ωB97M-V/def2-TZVPD) results for a structure of composition C29H17N5PtS2.

- Relative energy (zero: lowest compared OMol25 entry of this formula, charge and spin): 3.44 kcal/mol
- LUMO level (spin up / spin down): -1.4 / -1.4 eV
- Kohn-Sham gap (spin up / spin down): 6.31 / 6.31 eV

Last column: natural (NBO) charge in e.
Element x y z (Å)
1 Pt -0.01722 -2.06765 1.01220  0.7585
2 S 5.82195 2.38029 -2.34261  0.4503
3 C 7.38019 1.77146 -2.68138  -0.4079
4 C 7.50763 0.47535 -2.29131  -0.2498
5 C 6.31239 -0.03232 -1.71261  -0.2228
6 C 5.30134 0.88369 -1.67511  -0.2317
7 C 3.93730 0.70691 -1.14232  -0.0876
8 C 3.51108 -0.52245 -0.65125  0.0758
9 N 2.33005 -0.71722 -0.08774  -0.4242
10 C 1.45416 0.28263 -0.01703  0.2103
11 C 1.73422 1.53351 -0.56893  -0.1000
12 C 0.78362 2.66384 -0.66665  -0.1771
13 C -0.54317 2.66172 -0.65778  -0.1750
14 C -1.46544 1.52052 -0.51156  -0.1164
15 C -2.77301 1.65016 -0.96126  -0.1203
16 C -3.67009 0.58893 -0.90025  -0.0832
17 C -3.17691 -0.61093 -0.39514  0.0595
18 N -1.94729 -0.72980 0.07589  -0.4531
19 C -1.10979 0.30518 0.05415  0.2792
20 C -5.07188 0.73715 -1.32907  -0.2390
21 C -5.79432 1.89038 -1.43323  -0.2281
22 C -7.13219 1.67180 -1.86084  -0.2534
23 C -7.39477 0.35319 -2.06943  -0.4088
24 S -6.03249 -0.62143 -1.75408  0.4755
25 C 3.00415 1.73271 -1.09209  -0.1269
26 H 8.11743 2.40410 -3.14873  0.2433
27 H 8.41392 -0.09995 -2.40941  0.2304
28 H 6.21881 -1.04246 -1.34077  0.2233
29 H 4.15403 -1.39376 -0.70141  0.1981
30 H 1.25286 3.61924 -0.88053  0.2145
31 H -1.02671 3.61087 -0.86620  0.2141
32 H -3.08656 2.59418 -1.39293  0.2185
33 H -3.79456 -1.50217 -0.34996  0.2137
34 H -5.39486 2.86628 -1.19363  0.2197
35 H -7.86054 2.45694 -2.00053  0.2293
36 H -8.31660 -0.10009 -2.39641  0.2450
37 H 3.25217 2.71451 -1.48304  0.2169
38 C 0.18593 -0.03892 0.72236  -0.1848
39 C 0.19727 -0.25208 2.17325  -0.0814
40 C -0.98142 -0.12181 2.96143  -0.1631
41 C -0.93688 -0.27112 4.32651  -0.2242
42 C 0.26892 -0.56044 4.96571  -0.1583
43 C 1.42581 -0.71042 4.22848  -0.2273
44 C 1.40557 -0.55458 2.84848  -0.1764
45 H -1.92101 0.10497 2.47738  0.2258
46 H -1.84577 -0.16425 4.90376  0.2240
47 H 0.29482 -0.67479 6.04152  0.2210
48 H 2.35955 -0.94361 4.72242  0.2242
49 H 2.31830 -0.65446 2.27956  0.2437
50 N -2.99813 -7.75135 0.24632  -0.4581
51 C -2.20192 -6.93034 0.06353  0.4412
52 N -1.28937 -6.04150 -0.22893  -0.6685
53 C -0.83814 -5.01308 0.32395  0.6446
54 N -0.32244 -4.05755 0.76726  -0.7530

DFT (ωB97M-V/def2-TZVPD) results for the molecule C15H19ClN2O4.

- Relative energy (zero: lowest compared OMol25 entry of this formula, charge and spin): 10.21 kcal/mol
- SMILES: CCOC(=O)N1CCN(C(=O)COc2ccc(Cl)cc2)CC1
- LUMO level: 0.6 eV
- Kohn-Sham gap: 8.90 eV

Last column: natural (NBO) charge in e.
Element x y z (Å)
1 C 1.35996 5.43400 -5.42730  -0.6358
2 C 1.22300 5.54390 -3.91591  -0.0677
3 O 1.19096 4.25811 -3.29600  -0.5271
4 C -0.00282 3.62851 -3.31300  0.8964
5 O -1.02503 4.11361 -3.73780  -0.6632
6 N 0.07703 2.37127 -2.80936  -0.4544
7 C 1.24305 1.81045 -2.16443  -0.2266
8 C 0.95295 1.59254 -0.67515  -0.2380
9 N -0.24072 0.77962 -0.52302  -0.4439
10 C -0.10261 -0.51376 -0.14039  0.6531
11 O 0.96250 -0.98018 0.20138  -0.6082
12 C -1.38735 -1.35695 -0.12008  -0.1681
13 O -1.13572 -2.66716 0.31008  -0.4956
14 C -0.73601 -2.88298 1.59524  0.3959
15 C -0.70066 -1.92312 2.60019  -0.3070
16 C -0.31570 -2.27441 3.88282  -0.1982
17 C 0.03024 -3.58244 4.16682  -0.0729
18 Cl 0.50671 -4.01479 5.77280  -0.0048
19 C 0.00039 -4.55048 3.17431  -0.2085
20 C -0.38178 -4.19859 1.89773  -0.2661
21 C -1.39958 1.38530 -1.14014  -0.2239
22 C -1.12845 1.59410 -2.63745  -0.2300
23 H 1.44802 6.42716 -5.85799  0.2166
24 H 0.48119 4.94638 -5.84183  0.2245
25 H 2.24284 4.85379 -5.68509  0.2088
26 H 0.30743 6.08594 -3.65857  0.2006
27 H 2.08875 6.04308 -3.47570  0.1873
28 H 2.08736 2.48370 -2.29653  0.2427
29 H 1.47209 0.84522 -2.63050  0.1978
30 H 1.78035 1.06775 -0.19640  0.2544
31 H 0.78887 2.55509 -0.18109  0.1956
32 H -2.15419 -0.87417 0.50227  0.1932
33 H -1.76902 -1.47057 -1.13909  0.2163
34 H -0.95174 -0.89305 2.40210  0.2147
35 H -0.28432 -1.52631 4.65942  0.2249
36 H 0.27652 -5.56802 3.40140  0.2278
37 H -0.41098 -4.93151 1.10770  0.2259
38 H -2.28923 0.77618 -1.00059  0.2147
39 H -1.56584 2.36141 -0.67022  0.2054
40 H -1.94935 2.13652 -3.10846  0.2528
41 H -0.99889 0.62253 -3.12751  0.1906

DFT (ωB97M-V/def2-TZVPD) results for the molecule C5H10O.

- Relative energy (zero: lowest compared OMol25 entry of this formula, charge and spin): 29.01 kcal/mol
- SMILES: CCCCC=O
- LUMO level: 1.0 eV
- Kohn-Sham gap: 10.77 eV

Last column: natural (NBO) charge in e.
Element x y z (Å)
1 C -0.90786 -2.18454 -0.75891  -0.6176
2 C 0.30367 -1.26449 -0.31413  -0.3857
3 C -0.19161 0.22150 0.05744  -0.3923
4 C 0.88626 1.23550 0.56169  -0.5154
5 C 0.17454 2.60096 0.61086  0.4486
6 O 0.47654 3.65504 0.12080  -0.5070
7 H -1.40964 -2.22350 0.21170  0.2134
8 H -1.47496 -1.70004 -1.58114  0.2109
9 H -0.52329 -3.17412 -1.16762  0.2170
10 H 1.09536 -1.18758 -1.02717  0.1985
11 H 0.89177 -1.67854 0.57435  0.1915
12 H -0.69122 0.64118 -0.86882  0.1966
13 H -1.01940 0.27137 0.78968  0.1986
14 H 1.79103 1.31190 -0.09962  0.2207
15 H 1.18147 0.80037 1.50845  0.2276
16 H -0.58266 2.67497 1.38242  0.0946

Copy entry 1 word for word.
DFT (ωB97M-V/def2-TZVPD) results for a structure of composition C29H17N5PtS2.

- Relative energy (zero: lowest compared OMol25 entry of this formula, charge and spin): 3.44 kcal/mol
- LUMO level (spin up / spin down): -1.4 / -1.4 eV
- Kohn-Sham gap (spin up / spin down): 6.31 / 6.31 eV

Last column: natural (NBO) charge in e.
Element x y z (Å)
1 Pt -0.01722 -2.06765 1.01220  0.7585
2 S 5.82195 2.38029 -2.34261  0.4503
3 C 7.38019 1.77146 -2.68138  -0.4079
4 C 7.50763 0.47535 -2.29131  -0.2498
5 C 6.31239 -0.03232 -1.71261  -0.2228
6 C 5.30134 0.88369 -1.67511  -0.2317
7 C 3.93730 0.70691 -1.14232  -0.0876
8 C 3.51108 -0.52245 -0.65125  0.0758
9 N 2.33005 -0.71722 -0.08774  -0.4242
10 C 1.45416 0.28263 -0.01703  0.2103
11 C 1.73422 1.53351 -0.56893  -0.1000
12 C 0.78362 2.66384 -0.66665  -0.1771
13 C -0.54317 2.66172 -0.65778  -0.1750
14 C -1.46544 1.52052 -0.51156  -0.1164
15 C -2.77301 1.65016 -0.96126  -0.1203
16 C -3.67009 0.58893 -0.90025  -0.0832
17 C -3.17691 -0.61093 -0.39514  0.0595
18 N -1.94729 -0.72980 0.07589  -0.4531
19 C -1.10979 0.30518 0.05415  0.2792
20 C -5.07188 0.73715 -1.32907  -0.2390
21 C -5.79432 1.89038 -1.43323  -0.2281
22 C -7.13219 1.67180 -1.86084  -0.2534
23 C -7.39477 0.35319 -2.06943  -0.4088
24 S -6.03249 -0.62143 -1.75408  0.4755
25 C 3.00415 1.73271 -1.09209  -0.1269
26 H 8.11743 2.40410 -3.14873  0.2433
27 H 8.41392 -0.09995 -2.40941  0.2304
28 H 6.21881 -1.04246 -1.34077  0.2233
29 H 4.15403 -1.39376 -0.70141  0.1981
30 H 1.25286 3.61924 -0.88053  0.2145
31 H -1.02671 3.61087 -0.86620  0.2141
32 H -3.08656 2.59418 -1.39293  0.2185
33 H -3.79456 -1.50217 -0.34996  0.2137
34 H -5.39486 2.86628 -1.19363  0.2197
35 H -7.86054 2.45694 -2.00053  0.2293
36 H -8.31660 -0.10009 -2.39641  0.2450
37 H 3.25217 2.71451 -1.48304  0.2169
38 C 0.18593 -0.03892 0.72236  -0.1848
39 C 0.19727 -0.25208 2.17325  -0.0814
40 C -0.98142 -0.12181 2.96143  -0.1631
41 C -0.93688 -0.27112 4.32651  -0.2242
42 C 0.26892 -0.56044 4.96571  -0.1583
43 C 1.42581 -0.71042 4.22848  -0.2273
44 C 1.40557 -0.55458 2.84848  -0.1764
45 H -1.92101 0.10497 2.47738  0.2258
46 H -1.84577 -0.16425 4.90376  0.2240
47 H 0.29482 -0.67479 6.04152  0.2210
48 H 2.35955 -0.94361 4.72242  0.2242
49 H 2.31830 -0.65446 2.27956  0.2437
50 N -2.99813 -7.75135 0.24632  -0.4581
51 C -2.20192 -6.93034 0.06353  0.4412
52 N -1.28937 -6.04150 -0.22893  -0.6685
53 C -0.83814 -5.01308 0.32395  0.6446
54 N -0.32244 -4.05755 0.76726  -0.7530

Q: Among the records above, which one has the highest relative energy (zero: lowest compared OMol25 entry of this formula, charge and spin)?
A: C5H10O

Q: Which value of relative energy (zero: lowest compared OMol25 entry of this formula, charge and spin) does entry 2 give?
A: 10.21 kcal/mol